[1]
{
  "formula": "C20H18BrIN2O4SbSe5Y",
  "method": "wB97M-V/def2-TZVPD",
  "homo_ev": -1.44,
  "total_charge": -2,
  "orbital_gap_ev": 5.1728,
  "elements": ["I", "Sb", "Y", "Br", "Se", "Se", "Se", "Se", "Se", "O", "O", "O", "O", "N", "N", "C", "C", "C", "C", "C", "C", "C", "C", "C", "C", "C", "C", "C", "C", "C", "C", "C", "C", "C", "C", "H", "H", "H", "H", "H", "H", "H", "H", "H", "H", "H", "H", "H", "H", "H", "H", "H", "H"],
  "positions_angstrom": [[2.7659, -1.2165, -0.5225], [-0.0866, -0.4456, -4.4814], [-0.4616, -0.1616, -1.1406], [5.3986, -3.5393, -0.0834], [-3.1918, 0.5233, -1.4476], [1.6914, -1.3705, -5.8660], [-0.6066, -2.3482, -2.7154], [1.1564, 1.2549, -2.8252], [-2.8487, 2.7195, -0.5657], [-0.5628, -0.7670, 1.1325], [-0.8679, -0.2084, 3.2872], [-0.1203, 4.1272, 4.2754], [-0.6743, 2.0158, 4.6487], [0.6557, 2.8483, 0.3630], [0.3190, 1.5734, 0.5057], [-4.1380, 4.6371, -4.0721], [0.4893, 3.5380, 1.4998], [-3.8409, 3.7431, -1.8603], [-0.0671, 1.4182, 1.7599], [-3.3826, 3.8720, -3.1795], [1.4118, -3.3552, 1.1205], [-6.1007, 6.1026, -4.6792], [0.0321, 2.6464, 2.4524], [-5.7398, 5.1352, -2.3842], [-5.0323, 4.3736, -1.4584], [3.5422, -5.1215, 1.3315], [-2.1386, 3.1930, -3.6670], [-0.2501, 2.9930, 3.8676], [1.2560, -4.5583, 1.7905], [3.6944, -3.9131, 0.6630], [2.3188, -5.4446, 1.8959], [-5.3075, 5.2760, -3.6955], [-5.5713, 4.2436, -0.0559], [-0.5436, 0.0308, 2.1164], [2.6336, -3.0186, 0.5492], [-4.9276, 4.7505, 0.6649], [0.5785, -2.6726, 1.0443], [-1.3013, 3.3326, -2.9854], [-3.7903, 4.7287, -5.0969], [-5.6163, 3.1980, 0.2473], [4.3830, -5.7982, 1.3982], [-0.7372, 1.1281, 4.1644], [2.1983, -6.3886, 2.4136], [0.7029, 4.5897, 1.5826], [-5.6579, 6.0603, -5.6744], [-7.1302, 5.7452, -4.7529], [0.2937, -4.7991, 2.2242], [-6.5698, 4.6791, 0.0115], [0.9122, 3.1515, -0.5670], [-1.8544, 3.5563, -4.6555], [-2.2881, 2.1131, -3.7297], [-6.6611, 5.6200, -2.0713], [-6.1399, 7.1506, -4.3723]],
  "forces_ev_per_angstrom": [[-0.1, -0.1, 0.0], [0.2, -0.1, -0.4], [-0.1, -0.1, 0.4], [0.0, 0.0, 0.0], [0.2, 0.4, 0.2], [-0.1, 0.0, 0.1], [0.0, 0.2, 0.0], [-0.1, 0.0, 0.1], [-0.1, -0.3, -0.1], [-0.1, 0.0, 0.0], [0.1, 0.1, 0.1], [0.1, 0.0, 0.0], [0.1, -0.2, 0.0], [0.0, 0.1, 0.1], [-0.2, -0.1, -0.1], [0.1, 0.0, 0.0], [0.1, 0.0, 0.0], [-0.1, 0.1, -0.1], [0.0, 0.0, -0.1], [-0.1, 0.0, 0.0], [0.0, -0.1, 0.0], [0.1, -0.1, 0.1], [0.0, -0.2, 0.1], [0.0, -0.1, 0.1], [0.0, 0.0, 0.0], [0.0, 0.1, 0.0], [0.0, 0.0, 0.0], [-0.2, 0.1, -0.1], [0.0, 0.0, 0.0], [-0.1, 0.0, 0.0], [0.0, 0.0, 0.0], [0.0, 0.0, -0.1], [0.0, 0.0, -0.1], [0.0, 0.1, -0.2], [0.2, 0.1, -0.1], [0.0, 0.0, 0.0], [0.0, 0.1, 0.0], [0.0, 0.0, 0.0], [0.0, 0.0, 0.0], [0.0, 0.0, 0.0], [0.0, 0.0, 0.0], [-0.1, 0.1, 0.0], [0.0, 0.0, 0.0], [0.0, 0.0, 0.0], [0.0, 0.0, 0.0], [0.0, 0.0, 0.0], [0.0, 0.0, 0.0], [0.0, 0.0, 0.0], [0.0, 0.0, -0.1], [0.0, 0.0, 0.0], [0.0, 0.0, 0.0], [0.0, 0.0, 0.0], [0.0, 0.0, 0.0]],
  "lowdin_charge": [0.96, -0.02, 0.30, 0.68, 0.02, -0.46, -0.27, -0.28, 0.51, -0.17, 0.04, 0.07, 0.11, 0.02, -0.03, -0.02, 0.00, -0.51, -0.14, -0.29, -0.13, -0.07, -0.05, -0.04, -0.30, -0.16, -0.12, -0.51, -0.08, -0.74, -0.10, -0.28, -0.10, -0.55, -0.69, 0.07, 0.07, 0.03, 0.11, 0.06, 0.09, 0.06, 0.10, 0.14, 0.07, 0.07, 0.11, 0.07, 0.11, 0.08, 0.02, 0.11, 0.07]
}

***

[2]
{
  "formula": "C7H16O2",
  "method": "wB97M-V/def2-TZVPD",
  "homo_ev": -8.90,
  "total_charge": 0,
  "orbital_gap_ev": 9.6925,
  "elements": ["O", "O", "C", "C", "C", "C", "C", "C", "C", "H", "H", "H", "H", "H", "H", "H", "H", "H", "H", "H", "H", "H", "H", "H", "H"],
  "positions_angstrom": [[-3.1627, 0.7837, 0.0638], [-0.5535, 2.0143, 0.6131], [2.3480, 0.5321, -0.8498], [1.3693, -0.5649, 1.1365], [-2.0487, -0.0182, -0.0201], [0.9061, -1.5338, -1.1103], [1.3729, -0.4230, -0.2066], [-0.7542, 1.2789, -0.5664], [-1.6553, -0.6401, 1.2754], [-1.2543, -1.6384, 1.1423], [1.9959, 0.8832, -1.8165], [1.9312, 0.1070, 1.7731], [0.0645, 1.3231, -1.2782], [-0.8859, -0.0304, 1.8092], [-2.9330, 1.5177, 0.6608], [1.7609, -2.1317, -1.4370], [1.0811, -1.4901, 1.6089], [-2.1707, -0.6976, -0.8606], [0.2071, -2.1960, -0.6050], [-1.4927, 1.8099, -1.1667], [0.1093, 1.5349, 1.1397], [3.2974, 0.0163, -1.0349], [2.5398, 1.3956, -0.2137], [0.4354, -1.1392, -2.0097], [-2.5079, -0.6932, 1.9528]],
  "forces_ev_per_angstrom": [[-0.5, 0.6, 0.3], [0.5, 0.1, 0.0], [-0.4, 0.3, 0.0], [0.7, -0.1, -1.1], [2.8, 1.6, -1.7], [-0.3, 0.2, 0.1], [1.7, -1.2, 1.1], [-3.5, -0.6, 0.4], [0.5, 0.3, 0.9], [0.1, -0.1, 0.0], [0.0, 0.1, -0.1], [0.0, 0.2, 0.0], [0.6, -1.2, 0.5], [-0.6, -0.5, -0.4], [-0.2, -0.2, -0.2], [0.1, 0.1, 0.0], [-0.6, 0.1, 0.0], [-0.1, -0.1, 0.1], [-0.1, 0.0, 0.0], [-0.3, 0.3, 0.3], [-0.2, 0.2, -0.2], [-0.1, 0.0, 0.1], [0.1, 0.0, 0.0], [-0.1, 0.0, -0.1], [-0.2, -0.1, -0.1]],
  "lowdin_charge": [-0.05, -0.10, -0.08, 0.00, -0.33, -0.06, -0.44, -0.15, -0.08, 0.06, 0.07, 0.07, 0.07, 0.07, 0.11, 0.09, 0.07, 0.12, 0.07, 0.09, 0.06, 0.09, 0.08, 0.08, 0.09]
}

***

[3]
{
  "formula": "C3H10N2O2S",
  "method": "wB97M-V/def2-TZVPD",
  "homo_ev": -8.71,
  "total_charge": 0,
  "orbital_gap_ev": 4.3356,
  "elements": ["S", "O", "O", "N", "N", "C", "C", "C", "H", "H", "H", "H", "H", "H", "H", "H", "H", "H"],
  "positions_angstrom": [[1.5300, 1.0054, -1.6289], [3.5686, -1.0763, -0.2207], [-1.1072, 0.6908, 2.2082], [-0.2711, -1.1673, -0.9642], [-2.4709, 0.1931, 0.0332], [-0.0377, -0.2648, 0.1854], [-1.4652, -0.0985, 0.8969], [0.1862, 1.1170, -0.4395], [0.3271, -0.7556, -1.6775], [-1.6348, 1.4254, 2.2417], [-1.6598, -1.0161, 1.3922], [-3.4373, 0.0752, 0.2623], [0.8103, -0.5033, 0.8623], [-0.7625, 1.2294, -0.9676], [2.9832, -0.5091, -0.6194], [4.4249, -1.2692, -0.6231], [0.2525, 1.8824, 0.3345], [-1.2363, -0.9586, -1.2757]],
  "forces_ev_per_angstrom": [[-1.3, 1.0, 1.4], [2.2, -2.9, 2.8], [1.3, -3.5, -2.0], [-0.2, 0.7, 1.2], [2.3, -0.7, 0.2], [-2.3, -1.8, -0.8], [1.5, 2.0, 1.0], [2.1, 1.4, -0.6], [0.2, -0.9, -0.5], [-2.3, 3.0, 0.1], [-0.1, -1.8, 0.3], [-0.5, 0.8, 0.5], [-0.7, -0.2, -0.5], [-1.0, 0.1, -0.4], [-1.3, 2.1, -2.2], [-0.8, 0.7, -0.5], [0.4, 0.2, -0.3], [0.5, -0.3, 0.3]],
  "lowdin_charge": [0.77, -0.05, -0.04, 0.03, 0.14, -0.35, -0.41, -0.57, -0.04, 0.01, 0.16, 0.06, 0.15, 0.07, -0.14, 0.05, 0.08, 0.07]
}

***

[4]
{
  "formula": "C6H11NO",
  "method": "wB97M-V/def2-TZVPD",
  "homo_ev": -9.95,
  "total_charge": 0,
  "smiles": "CC1=N[C@](C)(O)CC1",
  "orbital_gap_ev": 10.8654,
  "elements": ["O", "N", "C", "C", "C", "C", "C", "C", "H", "H", "H", "H", "H", "H", "H", "H", "H", "H", "H"],
  "positions_angstrom": [[-1.7720, -0.4549, -1.3158], [0.1568, -1.0872, -0.0783], [-1.1173, -0.2266, -0.1340], [-0.6801, 1.2650, -0.2182], [1.1593, -0.3268, -0.1170], [-1.9456, -0.5682, 1.1114], [2.5025, -0.9018, -0.0395], [0.8518, 1.1551, -0.2326], [1.4738, 1.9056, 0.4769], [-0.8900, 2.0203, 0.6223], [-1.1741, 1.6767, -1.0762], [-2.5826, -1.5075, 1.0168], [2.3326, -1.8503, 0.2146], [-1.3618, -1.2174, -1.6502], [1.2928, 1.5052, -1.3282], [3.0264, -0.2182, 0.5171], [2.7823, -0.7651, -1.1101], [-1.3316, -0.5572, 1.9320], [-2.7231, 0.1532, 1.4091]],
  "forces_ev_per_angstrom": [[-1.3, 0.5, -0.5], [-2.3, 0.8, -0.2], [0.7, 0.5, 2.0], [1.0, 0.9, 2.4], [-1.1, 1.1, 0.7], [-2.9, -0.5, -1.7], [-1.2, 3.3, -4.0], [2.7, 2.5, -2.5], [-1.6, -2.0, -1.3], [-0.4, -1.7, -0.7], [0.3, 0.2, -0.6], [1.4, 0.7, 0.0], [0.4, -3.8, 1.3], [0.5, -1.9, -1.1], [-0.9, -0.9, 2.5], [2.0, 0.8, 1.7], [0.7, -0.6, 0.6], [1.7, -0.6, 2.1], [0.3, 0.4, -0.8]],
  "lowdin_charge": [0.03, 0.17, -0.57, -0.12, -0.41, -0.02, -0.01, -0.13, 0.15, 0.13, 0.10, 0.11, 0.04, 0.07, 0.16, 0.06, 0.12, 0.04, 0.08]
}